Entry 1:
The following is a quantum chemistry calculation of C4H6NP in the gas phase, from OMol25.

Element x y z (Å)
N: 3.092 -1.014 -0.194
C: 2.266 -0.176 0.092
P: 1.250 1.118 0.164
C: -0.252 0.175 -0.392
C: -1.581 0.872 -0.389
C: -1.307 -0.207 0.608
H: 3.438 -1.737 0.420
H: -0.066 -0.517 -1.204
H: -1.618 1.888 -0.022
H: -2.256 0.679 -1.208
H: -1.786 -1.168 0.485
H: -1.180 0.086 1.640

net charge: 0
SMILES: N=C=PC1CC1
LUMO level: 0.0382 hartree
orbital gap: 9.21 eV
E: -15021.705 eV
energy relative to the best compared isomer or geometry (same formula, charge and spin): 1.440 eV
F_max: 0.877 eV/Å

Atomic partial charges in e from the natural (NBO) method, atoms 1 to 6:
1 N -0.630
2 C 0.049
3 P 0.419
4 C -0.494
5 C -0.415
6 C -0.418

=====

Entry 2:
The following is a quantum chemistry calculation of a molecular structure, C9H18ClILaN2O2PS, from OMol25.

Element x y z (Å)
C: 1.790 0.201 -2.097
C: 0.603 1.095 -2.323
H: 2.443 0.244 -2.980
H: 1.526 -0.847 -1.920
H: 2.362 0.573 -1.242
O: 0.640 2.335 -2.416
I: -0.740 0.873 -0.062
La: 1.305 -1.710 1.760
P: -0.828 0.336 -3.347
C: -2.161 1.516 -3.296
C: -0.265 0.169 -5.043
H: -0.403 -1.955 -2.694
H: -2.033 -1.685 -3.401
H: -1.696 -1.190 -1.708
C: -1.272 -1.281 -2.718
H: 0.259 -0.783 -5.189
H: -1.151 0.193 -5.692
H: -2.784 1.359 -4.184
H: -1.737 2.527 -3.305
H: 0.400 1.003 -5.310
H: -2.747 1.375 -2.387
C: 2.329 0.602 1.464
O: 2.745 1.680 1.499
Cl: 1.375 -4.074 0.772
S: 2.822 -1.141 3.927
C: 1.252 -0.603 4.342
N: 0.897 0.565 4.885
C: -0.549 0.747 4.990
C: -1.104 -0.619 4.639
N: 0.065 -1.289 3.988
H: 1.570 1.286 5.139
H: -0.886 1.516 4.283
H: -0.826 1.068 5.998
H: -1.938 -0.586 3.933
H: -1.389 -1.193 5.527
H: 0.122 -2.310 4.168

net charge: +2
LUMO level: -0.2902 hartree
orbital gap: 6.60 eV
E: -58294.833 eV
energy relative to the best compared isomer or geometry (same formula, charge and spin): 1.046 eV
F_max: 6.302 eV/Å

Atomic partial charges in e from the natural (NBO) method, atoms 1 to 6:
1 C -0.731
2 C 0.305
3 H 0.274
4 H 0.214
5 H 0.230
6 O -0.563

=====

Entry 3:
The following is a quantum chemistry calculation of 2 unconnected molecules or ions with the total composition C25H32N3O, from OMol25.

Element x y z (Å)
C: -0.375 1.308 -5.246
C: -1.092 0.093 -5.843
N: -1.612 -0.757 -4.807
C: -2.645 -1.753 -5.013
C: -2.821 -2.400 -3.613
C: -1.782 -1.746 -2.761
C: -1.422 -1.854 -1.435
C: -0.342 -1.050 -0.906
C: -0.065 -1.092 0.481
C: 0.844 -0.271 1.198
C: 1.427 -0.775 2.417
C: 2.381 -0.040 3.086
C: 2.802 1.179 2.518
N: 3.733 1.784 3.284
C: 4.217 3.112 3.013
C: 4.171 3.404 1.510
C: 2.855 2.997 0.822
C: 2.269 1.726 1.342
C: 1.215 1.039 0.756
C: 3.963 1.072 4.528
C: 3.159 -0.244 4.347
C: 0.409 -0.242 -1.820
C: -0.037 -0.011 -3.113
C: -1.106 -0.801 -3.560
C: 0.549 0.981 -4.061
H: 0.205 1.805 -6.028
H: -1.133 2.021 -4.901
H: -1.932 0.414 -6.475
H: -0.393 -0.470 -6.489
H: -3.571 -1.281 -5.380
H: -2.338 -2.496 -5.767
H: -3.840 -2.216 -3.248
H: -2.685 -3.487 -3.678
H: -1.948 -2.540 -0.767
H: -0.535 -1.902 1.040
H: 1.107 -1.753 2.778
H: 3.606 3.860 3.554
H: 5.244 3.188 3.395
H: 4.353 4.470 1.344
H: 4.987 2.856 1.023
H: 2.109 3.798 0.911
H: 3.045 2.880 -0.253
H: 0.671 1.519 -0.058
H: 5.039 0.899 4.689
H: 3.597 1.657 5.390
H: 2.514 -0.421 5.215
H: 3.855 -1.091 4.274
H: 1.342 0.231 -1.508
H: 1.520 0.608 -4.419
H: 0.764 1.907 -3.514
O: -4.785 -1.193 4.223
C: -4.958 -2.244 3.278
C: -4.163 -1.790 2.068
N: -2.852 -1.341 2.479
H: -5.474 -1.268 4.903
H: -4.490 -3.159 3.667
H: -6.015 -2.407 3.017
H: -4.129 -2.583 1.308
H: -4.673 -0.921 1.634
H: -2.592 -1.696 3.397
H: -2.147 -1.511 1.774

net charge: +1
LUMO level: -0.1488 hartree
orbital gap: 5.75 eV
E: -32956.302 eV
energy relative to the best compared isomer or geometry (same formula, charge and spin): 0.000 eV
F_max: 1.413 eV/Å

Atomic partial charges in e from the Mulliken method, atoms 1 to 6:
1 C -0.847
2 C -0.596
3 N 0.014
4 C -0.747
5 C -0.706
6 C 0.464

=====

Entry 4:
The following is a quantum chemistry calculation of a gas-phase ion, C5H9N2O5P (charge -2), from OMol25.

Element x y z (Å)
O: -3.616 2.146 -1.837
O: 3.006 -2.879 -0.375
O: -3.605 3.605 -0.175
O: 4.040 -0.966 0.638
O: 3.452 -2.902 2.010
C: -3.246 2.518 -0.701
C: 0.726 -0.681 -0.015
N: -0.181 0.349 0.197
N: 0.914 -1.070 -1.201
C: -2.154 1.745 0.058
C: -1.240 0.783 -0.743
C: 1.395 -1.305 1.174
P: 3.038 -2.037 0.870
H: -0.305 0.685 1.163
H: 1.609 -1.804 -1.376
H: 0.576 -0.474 -1.930
H: -1.473 2.522 0.489
H: -2.609 1.188 0.857
H: -0.809 1.320 -1.608
H: -1.845 -0.059 -1.077
H: 0.784 -2.085 1.599
H: 1.543 -0.597 1.983

net charge: -2
LUMO level: 0.1993 hartree
orbital gap: 5.79 eV
E: -27840.134 eV
energy relative to the best compared isomer or geometry (same formula, charge and spin): 0.000 eV
F_max: 4.834 eV/Å

Atomic partial charges in e from the natural (NBO) method, atoms 1 to 6:
1 O -0.784
2 O -1.267
3 O -0.791
4 O -1.254
5 O -1.240
6 C 0.747

=====

Entry 5:
The following is a quantum chemistry calculation of a molecular structure, C20H37HgN2O2P2Si, from OMol25.

Element x y z (Å)
Hg: 1.050 0.125 -0.114
P: 0.986 -0.921 2.094
C: 1.035 -2.705 1.783
C: 0.112 -3.112 0.682
N: -0.023 -2.271 -0.363
C: -0.592 -2.669 -1.501
C: -1.212 -3.923 -1.603
C: -1.206 -4.756 -0.489
C: -0.563 -4.354 0.675
C: -0.550 -1.756 -2.694
P: 0.716 -0.434 -2.548
H: -0.515 -4.987 1.561
H: -1.670 -4.197 -2.530
H: -1.663 -5.758 -0.549
H: -0.316 -2.319 -3.613
H: -1.508 -1.222 -2.805
H: 2.277 -2.980 1.466
H: 0.770 -3.248 2.715
H: 3.644 -2.294 0.194
O: 3.374 -3.083 1.128
H: 3.822 -3.915 1.399
H: 2.985 -0.171 -0.272
O: 3.751 -1.384 -0.467
H: 4.703 -1.154 -0.727
C: 2.220 -1.178 -3.249
H: 2.035 -1.545 -4.261
H: 3.017 -0.427 -3.264
H: 2.525 -2.002 -2.601
C: 0.233 0.934 -3.644
H: 1.060 1.650 -3.693
H: -0.008 0.594 -4.653
H: -0.636 1.433 -3.212
C: -0.381 -0.152 3.069
H: -0.296 -0.448 4.124
H: -0.325 0.942 3.013
H: -1.357 -0.450 2.683
C: 2.515 -0.531 2.987
H: 2.560 0.541 3.223
H: 2.523 -1.120 3.917
H: 3.357 -0.816 2.341
C: -2.963 -0.379 0.001
Si: -2.699 1.476 0.176
C: -3.463 2.348 -1.297
C: -3.531 2.009 1.768
N: -0.964 1.795 0.181
C: -0.351 2.984 0.378
C: 0.696 3.332 -0.491
C: 1.503 4.433 -0.230
C: 1.236 5.238 0.901
C: 0.177 4.910 1.765
C: -0.632 3.808 1.504
H: -4.024 -0.576 0.205
H: -2.397 -0.997 0.698
H: -2.760 -0.775 -0.991
H: -4.547 2.188 -1.290
H: -3.297 3.434 -1.264
H: -3.077 1.980 -2.257
H: -3.124 1.506 2.652
H: -3.483 3.092 1.935
H: -4.587 1.730 1.675
H: 0.933 2.694 -1.338
H: 2.370 4.672 -0.877
H: 1.900 6.126 1.135
H: 0.023 5.518 2.655
H: -1.384 3.519 2.205

net charge: +1
LUMO level (spin up / spin down): -0.1273 / -0.1688 hartree
orbital gap (spin up / spin down): 7.14 / 4.56 eV
E: -59038.070 eV
energy relative to the best compared isomer or geometry (same formula, charge and spin): 0.883 eV
F_max: 2.990 eV/Å

Atomic partial charges in e from the natural (NBO) method, atoms 1 to 6:
1 Hg 1.094
2 P 0.889
3 C -0.923
4 C 0.264
5 N -0.585
6 C 0.234